*A*
{
  "formula": "C9H14",
  "method": "ωB97M-V/def2-TZVPD",
  "symbols": ["C", "C", "C", "C", "C", "C", "C", "H", "H", "H", "H", "H", "H", "H", "H", "C", "C", "H", "H", "H", "H", "H", "H"],
  "coordinates": [[0.84537, -1.85724, -1.61641], [-0.28567, -1.42785, -0.64157], [-1.16080, -2.42571, -0.22410], [-2.25385, -2.15433, 0.54609], [-2.59370, -0.82334, 0.83437], [-1.93073, 0.12580, 0.12676], [-0.78076, -0.15472, -0.62450], [0.34090, -2.42722, -2.38749], [1.69477, -2.46756, -1.03969], [1.17854, -0.92833, -2.04716], [-0.97382, -3.42754, -0.88113], [-3.01869, -2.98527, 0.69253], [-3.43301, -0.43863, 1.47703], [-2.46349, 1.16576, 0.24614], [-0.39075, 0.79717, -1.15506], [2.11093, 2.02504, 1.42345], [1.72656, 2.88257, 0.26852], [2.86040, 2.41601, 1.98547], [1.27958, 1.66297, 2.11757], [2.54596, 1.11429, 1.22563], [2.01344, 3.85919, 0.42170], [0.67669, 2.91175, -0.04675], [2.01212, 2.55717, -0.70142]],
  "smiles": "Cc1ccccc1.CC",
  "homo_ev": -9.19
}

=====

*B*
{
  "formula": "C9H14",
  "method": "ωB97M-V/def2-TZVPD",
  "symbols": ["C", "C", "C", "C", "C", "C", "C", "H", "H", "H", "H", "H", "H", "H", "H", "C", "C", "H", "H", "H", "H", "H", "H"],
  "coordinates": [[0.94650, -0.93059, -0.86837], [0.75660, -0.43724, 0.50692], [1.78159, 0.18274, 1.12231], [1.62818, 0.61217, 2.37428], [0.39681, 0.56975, 3.05055], [-0.71426, 0.20981, 2.34173], [-0.47168, -0.36708, 1.13121], [1.41384, -0.15734, -1.41709], [0.00541, -1.30401, -1.22135], [1.74088, -1.80437, -0.82823], [2.61263, 0.70033, 0.46714], [2.45208, 1.06132, 2.90107], [0.52292, 0.83691, 4.08569], [-1.76499, 0.20400, 2.74996], [-1.31827, -0.81765, 0.67807], [-2.26672, -0.45615, -3.63727], [-1.23912, 0.65536, -3.65282], [-1.85517, -1.44491, -3.80895], [-2.77048, -0.33643, -2.73813], [-3.02176, -0.17053, -4.42730], [-1.66037, 1.66554, -3.97762], [-0.91786, 0.78612, -2.56503], [-0.34617, 0.54834, -4.10951]],
  "smiles": "Cc1ccccc1.CC",
  "homo_ev": -8.91
}

=====

*C*
{
  "formula": "C9H14",
  "method": "ωB97M-V/def2-TZVPD",
  "symbols": ["C", "C", "C", "C", "C", "C", "C", "H", "H", "H", "H", "H", "H", "H", "H", "C", "C", "H", "H", "H", "H", "H", "H"],
  "coordinates": [[-2.31770, -1.82642, 2.12510], [-1.55957, -1.13385, 1.02532], [-1.17098, 0.18520, 1.10310], [-0.65994, 0.84278, -0.02330], [-0.69593, 0.25011, -1.26114], [-1.13604, -1.07424, -1.36323], [-1.46494, -1.77170, -0.21861], [-2.28326, -1.21093, 3.00040], [-1.87950, -2.78173, 2.38417], [-3.31377, -2.13139, 1.81762], [-1.28728, 0.82574, 1.97101], [-0.12769, 1.77929, 0.09057], [-0.32344, 0.72688, -2.16046], [-1.30136, -1.52147, -2.33173], [-1.69103, -2.82443, -0.34970], [3.18415, 2.09165, -0.18665], [4.15861, 1.71198, -1.31497], [2.22973, 1.62004, -0.42749], [3.56226, 1.56125, 0.69214], [3.05724, 3.13092, 0.08296], [3.83515, 2.06746, -2.29064], [4.09742, 0.62447, -1.42615], [5.18318, 1.96668, -1.07947]],
  "smiles": "Cc1ccccc1.CC",
  "homo_ev": -9.04
}

=====

*C* is preferred energetically. Next in line: 1.233 eV higher.

=====

*A*
{
  "formula": "C9H14",
  "method": "ωB97M-V/def2-TZVPD",
  "symbols": ["C", "C", "C", "C", "C", "C", "C", "H", "H", "H", "H", "H", "H", "H", "H", "C", "C", "H", "H", "H", "H", "H", "H"],
  "coordinates": [[1.23747, -0.62072, -0.06214], [1.07295, 0.61317, 0.84236], [0.05935, 0.70836, 1.84195], [-0.08680, 1.89428, 2.53532], [0.73051, 3.02789, 2.08012], [1.79171, 2.82386, 1.20747], [2.05612, 1.55234, 0.74818], [1.49424, -1.54606, 0.44514], [2.12519, -0.52840, -0.82735], [0.42889, -0.95263, -0.69743], [-0.34258, -0.29217, 2.27587], [-0.81212, 2.13164, 3.29369], [0.63571, 4.09129, 2.63005], [2.44318, 3.69433, 1.19934], [2.83683, 1.43710, 0.06533], [-1.44113, -2.39375, -1.71859], [-2.45386, -2.12345, -2.78209], [-1.17726, -1.39522, -1.14373], [-1.89710, -3.10406, -0.93226], [-0.51382, -2.85528, -1.73036], [-2.60801, -2.84032, -3.48538], [-2.20038, -1.35822, -3.46137], [-3.37909, -1.96396, -2.32414]],
  "smiles": "Cc1ccccc1.CC",
  "homo_ev": -8.85
}

=====

*B*
{
  "formula": "C9H14",
  "method": "ωB97M-V/def2-TZVPD",
  "symbols": ["C", "C", "C", "C", "C", "C", "C", "H", "H", "H", "H", "H", "H", "H", "H", "C", "C", "H", "H", "H", "H", "H", "H"],
  "coordinates": [[-2.29300, -0.95751, -0.84051], [-0.80828, -1.11226, -0.61176], [-0.40909, -2.19386, 0.12970], [0.90042, -2.22579, 0.65148], [1.78901, -1.30064, 0.11691], [1.40345, -0.36671, -0.83629], [0.08302, -0.20974, -1.24335], [-2.87507, -1.88219, -0.95134], [-2.53955, -0.46592, -1.78271], [-2.75361, -0.41943, -0.01518], [-1.11046, -2.98633, 0.35578], [1.09039, -3.05380, 1.32083], [2.81008, -1.50200, 0.44294], [2.15161, 0.26963, -1.27114], [-0.21979, 0.64898, -1.83108], [0.63852, 3.05811, 1.32210], [-0.71982, 3.53520, 0.87121], [0.79355, 2.71875, 2.35568], [0.96059, 2.18672, 0.73650], [1.40283, 3.84795, 1.25896], [-0.99749, 3.13630, -0.10225], [-1.40158, 3.40116, 1.70264], [-0.77705, 4.62917, 0.64434]],
  "smiles": "Cc1ccccc1.CC",
  "homo_ev": -8.98
}

=====

*B* is preferred energetically. Next in line: 1.484 eV higher.

=====

*A*
{
  "formula": "C9H14",
  "method": "ωB97M-V/def2-TZVPD",
  "symbols": ["C", "C", "C", "C", "C", "C", "C", "H", "H", "H", "H", "H", "H", "H", "H", "C", "C", "H", "H", "H", "H", "H", "H"],
  "coordinates": [[1.53536, -0.01949, -2.25601], [0.19497, -0.15853, -1.49515], [-0.72192, -1.22912, -1.88151], [-1.99487, -1.29974, -1.38582], [-2.23038, -0.57163, -0.18015], [-1.36830, 0.32164, 0.32780], [-0.17240, 0.57195, -0.41374], [1.95457, -0.94539, -2.61727], [2.31422, 0.24138, -1.58135], [1.15428, 0.71444, -2.98223], [-0.32743, -2.02458, -2.47477], [-2.76594, -1.90077, -1.80386], [-3.22591, -0.54587, 0.28403], [-1.52425, 0.91783, 1.20350], [0.57553, 1.24182, 0.00414], [2.47276, 0.78670, 2.99397], [0.92695, 1.05591, 2.97596], [2.90642, 1.14100, 2.05382], [3.08824, 1.49939, 3.60994], [2.50336, -0.25891, 3.25318], [0.65336, 2.11457, 2.95146], [0.38776, 0.48786, 2.28085], [0.49134, 0.95472, 3.98874]],
  "smiles": "Cc1ccccc1.CC",
  "homo_ev": -9.02
}

=====

*B*
{
  "formula": "C9H14",
  "method": "ωB97M-V/def2-TZVPD",
  "symbols": ["C", "C", "C", "C", "C", "C", "C", "H", "H", "H", "H", "H", "H", "H", "H", "C", "C", "H", "H", "H", "H", "H", "H"],
  "coordinates": [[-1.49201, 3.07938, -2.07656], [-1.11944, 2.37390, -0.83129], [-0.19672, 2.84170, 0.09431], [0.30555, 2.05924, 1.06455], [0.01160, 0.74321, 1.34764], [-1.05268, 0.19050, 0.54595], [-1.63419, 1.06725, -0.46110], [-1.43136, 4.10316, -1.87052], [-2.56480, 3.03418, -2.27728], [-0.90810, 2.75623, -2.92286], [0.06865, 3.93019, 0.08446], [0.97682, 2.51910, 1.76965], [0.51746, 0.17071, 2.04039], [-1.34254, -0.85532, 0.65563], [-2.38340, 0.48117, -1.13716], [1.85797, -3.29219, 1.07556], [1.18952, -3.80279, -0.14736], [2.37887, -2.44072, 0.99927], [1.19190, -3.11769, 2.02465], [2.61753, -3.96754, 1.37209], [0.28417, -4.36082, 0.22064], [1.77861, -4.50057, -0.69691], [0.94659, -3.01231, -0.87375]],
  "smiles": "Cc1ccccc1.CC",
  "homo_ev": -8.96
}

=====

*C*
{
  "formula": "C9H14",
  "method": "ωB97M-V/def2-TZVPD",
  "symbols": ["C", "C", "C", "C", "C", "C", "C", "H", "H", "H", "H", "H", "H", "H", "H", "C", "C", "H", "H", "H", "H", "H", "H"],
  "coordinates": [[0.31178, -2.80959, -1.53416], [-0.13417, -1.85476, -0.48398], [0.53632, -1.58071, 0.70285], [0.02725, -0.75777, 1.67248], [-1.23469, -0.18709, 1.46878], [-1.93740, -0.40699, 0.30632], [-1.39467, -1.26420, -0.66980], [0.08742, -2.49880, -2.55019], [-0.24664, -3.75181, -1.41341], [1.33793, -3.17009, -1.44760], [1.51764, -2.03333, 0.83388], [0.49485, -0.59977, 2.63293], [-1.60454, 0.34335, 2.34033], [-2.89094, 0.04057, 0.06171], [-1.94612, -1.50431, -1.56863], [0.63275, 3.41929, 0.23375], [1.12347, 2.04933, -0.27983], [1.40036, 3.94478, 0.80047], [0.48369, 4.07908, -0.62950], [-0.32426, 3.41491, 0.74853], [2.09465, 1.77102, 0.13027], [0.41900, 1.27713, 0.00549], [1.24632, 2.07975, -1.36069]],
  "smiles": "Cc1ccccc1.CC",
  "homo_ev": -9.00
}

=====

*D*
{
  "formula": "C9H14",
  "method": "ωB97M-V/def2-TZVPD",
  "symbols": ["C", "C", "C", "C", "C", "C", "C", "H", "H", "H", "H", "H", "H", "H", "H", "C", "C", "H", "H", "H", "H", "H", "H"],
  "coordinates": [[-0.79772, -0.09436, -3.65387], [-1.06984, -0.63017, -2.30356], [-0.01477, -1.11857, -1.52015], [-0.16794, -1.47335, -0.19087], [-1.46115, -1.44731, 0.30751], [-2.57698, -1.16830, -0.46040], [-2.33506, -0.75709, -1.78172], [-0.10502, -0.71634, -4.22206], [-0.48066, 0.95013, -3.58088], [-1.66899, -0.04512, -4.31799], [0.96720, -1.23475, -1.96931], [0.73811, -1.76904, 0.31498], [-1.55412, -1.71430, 1.35856], [-3.55595, -1.23860, -0.01533], [-3.21322, -0.38846, -2.30799], [1.67079, 1.17971, 3.41056], [2.71678, 2.03033, 2.71094], [1.15295, 1.62041, 4.26178], [0.81942, 1.02159, 2.73457], [1.97849, 0.15222, 3.60598], [3.17991, 1.47645, 1.89770], [3.53191, 2.40333, 3.33190], [2.24585, 2.96156, 2.38967]],
  "smiles": "Cc1ccccc1.CC",
  "homo_ev": -9.03
}

=====

*C* is preferred energetically. Next in line: 0.113 eV higher.